No. 1
31
Properties=species:S:1:pos:R:3:forces:R:3 method="wB97M-V/def2-TZVPD" total_charge=-1 homo_ev=-4.54
C -0.365085 -0.619775 -0.162081 1.01 -1.15 1.03
N -0.930219 0.152573 -1.300016 0.74 -0.53 1.07
C -1.788489 1.156482 -0.737694 -2.08 -0.02 -0.33
O -2.998604 0.457907 -0.301318 0.56 -0.03 -0.13
C 1.162247 -0.610872 0.018867 2.15 1.11 0.49
N 1.697857 0.793006 0.124046 -2.65 -0.38 -0.50
C 1.274981 1.333114 1.455669 1.18 2.09 0.23
O 1.723170 0.661961 2.529299 -0.71 -0.92 0.24
H -0.742213 -0.261659 0.819948 -0.11 -0.09 -0.91
H -0.667052 -1.675473 -0.188787 -0.13 0.24 -0.18
H -0.165575 0.455872 -1.892450 -0.17 0.70 0.26
H -1.430078 1.686247 0.166504 0.10 -0.32 -0.56
H -2.185445 1.871298 -1.475758 0.86 0.01 -0.09
H -3.054257 -0.330721 -0.873343 0.06 0.47 0.35
H 1.812906 -1.130948 -0.698132 -0.75 -0.01 -0.67
H 1.538886 -1.066794 0.963782 -1.28 -0.24 -0.29
H 2.676325 0.833354 -0.062748 0.66 -0.05 0.54
H 0.145074 1.496553 1.417933 1.04 -0.34 -0.03
H 1.736792 2.377095 1.525088 -0.64 -0.61 -0.59
H -2.713629 -0.861078 2.173290 -0.23 -0.35 -0.19
H -1.534050 -1.650006 2.597344 0.48 -0.20 0.22
O -2.445104 -1.786009 2.280091 -0.37 0.49 -0.05
H 1.603400 1.745198 -2.385150 0.32 0.06 0.16
H 2.744606 0.781886 -2.577288 -0.02 0.14 -0.01
O 2.333191 1.549298 -2.993323 -0.26 -0.21 -0.01
H -0.705504 -1.282170 -2.833760 -0.49 -0.35 0.00
H 0.345964 -1.355082 -3.862253 0.14 -0.24 -0.34
O -0.429835 -1.850019 -3.577700 0.22 0.58 0.33
H 0.524170 -1.435942 3.880800 -0.17 -0.43 0.34
H 0.759998 -0.294211 2.879494 -0.03 -0.17 -0.42
O 0.075569 -1.141099 3.089645 0.56 0.74 0.03

---

No. 2
67
Properties=species:S:1:pos:R:3:forces:R:3 method="wB97M-V/def2-TZVPD" total_charge=0 homo_ev=-7.08
Li -0.173773 -0.008119 -0.214991 -0.03 0.00 -0.23
N -2.238577 -0.025912 0.403940 -0.28 -0.02 0.21
C -2.963730 0.989210 -0.352683 0.06 0.18 0.02
C -2.205607 2.309028 -0.224502 -0.07 -0.19 -0.07
N -0.798844 2.139988 -0.576458 0.08 0.48 0.18
C -0.391901 2.577280 -1.912350 -0.05 -0.26 -0.10
C 0.007589 1.382966 -2.780749 -0.02 0.08 0.13
N 0.873019 0.513005 -1.993573 0.30 0.08 -0.25
H -2.669108 -0.938469 0.309963 0.04 0.03 -0.02
H -2.247276 0.201016 1.394990 -0.05 -0.04 -0.07
H -3.996975 1.141272 -0.016931 -0.01 -0.02 -0.05
H -3.000120 0.684931 -1.402841 0.02 -0.02 0.00
H -2.276865 2.634046 0.816575 0.04 0.04 -0.02
H -2.687713 3.072300 -0.845472 -0.02 0.04 0.06
H -0.211848 2.577907 0.119798 -0.03 -0.02 0.00
H 0.462006 3.256173 -1.839254 -0.01 0.00 0.06
H -1.203969 3.123381 -2.402601 0.05 0.08 0.00
H 0.467904 1.747426 -3.707408 -0.09 -0.01 -0.02
H -0.887879 0.814292 -3.048734 0.02 -0.01 -0.03
H 1.741239 0.981873 -1.749788 -0.05 -0.05 -0.06
H 1.116948 -0.327084 -2.504579 -0.02 0.01 0.04
C 2.335506 1.996577 2.629983 -0.05 -0.18 0.00
Si 2.737560 0.457797 1.586984 -0.03 0.16 -0.17
C 3.531029 1.206213 0.020431 -0.09 -0.13 0.07
C 4.202090 -0.394380 2.456411 -0.20 -0.04 -0.07
C 1.256686 -0.597924 1.264125 0.51 -0.46 0.69
Si 0.224787 -0.767265 2.789537 -0.01 0.06 -0.05
C 1.158064 -1.152288 4.403738 0.00 0.00 -0.25
C -0.735037 0.840205 3.211677 0.17 -0.07 -0.07
C -1.061656 -2.164890 2.638519 0.13 0.05 -0.06
Si 1.689170 -2.227204 0.540919 -0.02 0.13 -0.15
C 3.087494 -2.217957 -0.752297 -0.06 0.20 0.17
C 2.123482 -3.702273 1.664200 -0.12 0.24 0.07
C 0.230482 -2.844840 -0.554849 0.15 -0.23 0.03
C 0.043248 -4.193962 -0.872196 -0.04 -0.02 0.00
C -0.927772 -4.568801 -1.783248 -0.04 0.05 -0.01
C -1.709781 -3.582028 -2.371097 0.04 -0.05 0.04
C -1.483051 -2.269544 -1.996334 -0.03 -0.07 -0.01
N -0.548728 -1.905933 -1.118345 -0.02 -0.07 -0.02
H 3.206933 2.652408 2.697459 0.04 -0.04 -0.03
H 2.041817 1.733846 3.648931 0.00 0.06 -0.01
H 1.517209 2.577111 2.193388 0.02 -0.02 0.00
H 4.527107 1.587841 0.258490 0.00 0.03 0.01
H 2.948067 2.048259 -0.367343 -0.02 0.00 0.02
H 3.648807 0.466410 -0.774067 0.03 0.04 0.00
H 5.019131 0.302831 2.659129 -0.02 0.05 -0.04
H 4.602539 -1.197904 1.830370 0.01 0.01 0.04
H 3.902198 -0.841278 3.406559 -0.02 -0.01 0.00
H 1.877314 -0.360196 4.625459 0.01 -0.02 0.05
H 1.715643 -2.088045 4.307629 0.00 0.01 0.03
H 0.488150 -1.243424 5.262752 -0.06 0.01 -0.04
H -0.276380 1.316513 4.080780 -0.04 0.04 -0.01
H -1.782570 0.655262 3.467303 -0.01 -0.02 0.01
H -0.692839 1.560568 2.390245 -0.05 0.00 0.04
H -0.614603 -3.102170 2.977650 -0.05 -0.04 -0.03
H -1.395774 -2.313692 1.608564 0.00 -0.03 0.05
H -1.941089 -1.985293 3.262008 0.02 0.04 0.03
H 4.047790 -1.966217 -0.294052 0.00 0.00 -0.06
H 2.896449 -1.488031 -1.542633 0.03 -0.02 0.00
H 3.190859 -3.197700 -1.223772 -0.06 -0.04 0.05
H 2.825565 -3.380941 2.438510 0.00 0.00 -0.03
H 2.593370 -4.526327 1.122558 -0.02 0.03 -0.08
H 1.238101 -4.094242 2.170362 0.03 -0.01 0.03
H 0.665538 -4.943213 -0.398104 0.00 0.01 -0.01
H -1.076853 -5.610862 -2.038142 0.00 0.00 0.01
H -2.473895 -3.826362 -3.096568 -0.01 0.02 0.01
H -2.081125 -1.465760 -2.419480 0.00 -0.02 0.00

---

No. 3
60
Properties=species:S:1:pos:R:3:forces:R:3 method="wB97M-V/def2-TZVPD" total_charge=0 smiles="CCP(C)[Si@@](CCC(=O)O)(OC[C@H](C)C(C)C)[C@H](Br)[C@H](C)Br.C[N+](=O)[O-]" homo_ev=-8.10
C 0.934710 3.180615 1.484847 -0.03 -0.10 -0.19
C 2.001100 2.607017 0.530201 -0.27 0.22 0.01
P 2.162568 0.784774 0.737778 -0.04 -0.21 0.53
C 3.487812 0.265308 -0.435009 -0.06 -0.09 -0.15
Si 0.291674 -0.142739 -0.067319 0.43 0.33 -0.16
C 0.325929 -1.967706 0.399670 0.09 -0.07 -0.04
C 0.999744 -2.289629 1.734005 -0.05 -0.11 0.08
C 1.078527 -3.776864 1.978461 -0.36 -0.18 0.05
O 0.377934 -4.601587 1.462783 0.27 0.08 -0.16
O 2.021452 -4.108581 2.917036 0.44 0.41 -0.16
O -0.917633 0.676878 0.690393 -0.24 -0.30 -0.30
C -2.263328 0.188790 0.745912 -0.09 0.12 0.22
C -2.931315 0.677322 2.028636 0.02 0.07 0.10
C -2.078833 0.433931 3.274460 -0.14 0.13 -0.05
C -4.359581 0.113940 2.181161 -0.05 0.08 -0.27
C -5.238147 0.505246 0.973655 0.15 0.11 0.11
C -4.386511 -1.410117 2.429008 0.16 0.12 0.09
C 0.148931 -0.176305 -1.990634 -0.30 -0.23 0.26
Br 1.135117 1.260668 -2.855301 0.08 0.07 -0.15
C -1.260164 -0.334413 -2.569841 0.13 -0.18 -0.30
C -1.249750 -0.991150 -3.954415 -0.21 0.31 -0.08
Br -2.225268 1.359878 -2.669968 -0.08 0.04 0.16
H 1.239327 4.158503 1.862651 -0.09 -0.07 0.00
H 0.753015 2.511037 2.329667 0.11 0.14 0.05
H -0.019077 3.283494 0.963896 0.06 0.03 0.07
H 2.981325 3.021674 0.777979 0.02 -0.08 -0.06
H 1.761428 2.885029 -0.496876 0.17 0.01 0.00
H 3.654070 1.002403 -1.219594 0.05 -0.05 0.08
H 4.408737 0.097876 0.124794 0.00 0.10 -0.12
H 3.226012 -0.674784 -0.929380 0.04 0.03 0.03
H 0.877762 -2.479734 -0.399314 -0.04 -0.03 0.06
H -0.670132 -2.419923 0.392162 0.00 0.05 -0.09
H 0.452492 -1.860484 2.581093 0.04 0.07 -0.03
H 2.012794 -1.891158 1.805202 -0.09 0.06 -0.02
H 2.658219 -4.723625 2.530097 -0.32 -0.34 0.20
H -2.291165 -0.906407 0.676980 0.12 0.04 0.10
H -2.809646 0.583263 -0.109828 -0.01 -0.02 -0.05
H -3.041144 1.763998 1.910191 0.07 -0.06 0.02
H -1.047665 0.743703 3.101113 -0.02 -0.10 0.03
H -2.464956 1.035180 4.102331 -0.01 -0.11 0.00
H -2.101955 -0.613935 3.584259 0.11 0.01 -0.04
H -4.785826 0.614102 3.056755 0.08 -0.05 -0.01
H -5.244079 -0.279102 0.212179 -0.01 0.09 0.00
H -4.877328 1.424936 0.502520 -0.06 -0.04 0.05
H -6.264867 0.694842 1.290796 -0.02 -0.18 -0.09
H -3.428867 -1.874828 2.177826 -0.09 -0.01 -0.03
H -4.573616 -1.646475 3.477655 -0.05 -0.03 -0.07
H -5.148972 -1.893135 1.817218 -0.05 -0.02 0.12
H 0.677722 -1.077109 -2.320028 0.07 0.06 0.13
H -1.833578 -0.954321 -1.876583 -0.08 0.15 -0.02
H -0.322141 -0.745866 -4.473931 -0.01 -0.11 0.01
H -2.065437 -0.616134 -4.573193 -0.01 -0.14 0.08
H -1.369506 -2.071417 -3.861110 0.21 0.00 0.00
C 5.597466 1.549329 -4.563764 0.04 0.07 -0.07
N 6.393773 1.496770 -3.306281 -0.07 0.00 -0.05
O 7.405656 2.157924 -3.244665 0.09 0.06 -0.01
O 5.961014 0.788884 -2.422019 0.01 -0.07 0.06
H 6.097403 2.216522 -5.254810 0.01 0.01 0.01
H 5.540455 0.536598 -4.950041 -0.04 -0.02 0.02
H 4.606318 1.907093 -4.301467 -0.02 -0.05 0.02

---

No. 4
81
Properties=species:S:1:pos:R:3:forces:R:3 method="wB97M-V/def2-TZVPD" s_squared=0.830 total_charge=+1 homo_ev="-9.99 / -9.99" spin_multiplicity=2
Ir 2.100124 0.632198 1.100006 3.14 1.74 1.59
Br 1.046945 6.999453 -2.595380 0.09 -0.12 0.14
C 1.724346 5.549820 -1.571991 -0.45 0.14 0.05
C 3.061794 5.161255 -1.734541 -0.43 -0.11 0.26
C 3.535010 4.095025 -1.021210 0.06 -0.18 0.57
C 2.715209 3.366466 -0.115847 -1.52 1.27 -0.69
O 3.224832 2.383500 0.514058 -0.14 -2.90 0.54
C 1.331816 3.771796 0.033467 1.21 -0.45 -0.38
C 0.389473 3.092200 0.839525 0.23 -0.83 0.52
N 0.589704 2.014475 1.585894 0.89 0.79 -1.89
C -0.387315 1.530239 2.414901 -2.06 -0.43 1.44
C -1.583217 2.178972 2.758397 1.36 -0.30 -0.61
C -2.564977 1.524480 3.489686 -0.38 -0.78 0.37
C -2.386871 0.235888 3.941776 -0.08 0.53 -0.12
C -1.146989 -0.403524 3.763837 0.27 0.24 -0.29
C -0.839644 -1.669364 4.301390 0.45 -0.05 -0.20
C 0.427755 -2.177060 4.145109 -0.47 0.13 0.33
C 1.377311 -1.437145 3.441121 0.20 0.31 -0.25
N 1.088576 -0.280770 2.872151 0.61 -0.54 -1.00
C -0.135498 0.256373 3.012207 -0.94 0.42 0.15
C 0.891017 4.885797 -0.703267 0.14 0.37 -0.49
H 3.702778 5.697999 -2.415501 0.06 0.04 -0.08
H 4.568382 3.793777 -1.105498 0.07 -0.11 -0.02
H -0.621946 3.489017 0.775725 0.06 0.11 0.40
H -1.763465 3.196135 2.452834 -0.01 0.12 -0.09
H -3.496300 2.034150 3.685324 -0.05 0.03 0.02
H -3.181400 -0.278402 4.456681 -0.07 -0.05 0.17
H -1.596503 -2.220930 4.839866 -0.06 -0.02 0.05
H 0.701174 -3.127784 4.572702 0.08 -0.07 0.02
H 2.395898 -1.787602 3.352215 0.02 -0.02 -0.24
H -0.125552 5.228451 -0.589572 -0.18 -0.01 -0.02
N 6.409296 1.108457 2.105895 0.47 0.45 0.46
C 5.163362 0.689004 1.865457 -0.45 -1.34 -1.75
S 3.950754 1.007629 3.045100 -2.41 -0.21 -1.09
N 4.977850 0.000471 0.765097 2.30 1.13 1.05
N 3.776996 -0.464048 0.443534 -2.02 -0.54 -1.04
C 3.787150 -1.292093 -0.580741 0.31 0.64 1.07
C 2.705500 -2.019313 -1.106311 -1.55 -0.27 -0.10
C 2.946164 -2.832720 -2.234834 -0.08 0.18 0.20
C 1.954226 -3.565059 -2.824045 -0.22 -0.16 -0.18
C 0.654793 -3.533249 -2.290391 0.48 -0.06 -0.29
C 0.386996 -2.782887 -1.185271 0.10 0.33 0.64
C 1.377449 -1.989523 -0.535410 1.13 -1.12 -1.90
O 1.061822 -1.319640 0.491011 -0.42 1.72 1.67
H 6.629772 1.596026 2.957669 0.06 -0.02 -0.18
H 7.136258 0.875545 1.449143 -0.05 -0.01 0.09
H 4.751564 -1.442414 -1.066515 0.03 0.03 0.37
H 3.951562 -2.864360 -2.628007 0.13 -0.01 -0.10
H 2.158723 -4.175205 -3.687515 0.08 -0.06 -0.12
H -0.132469 -4.107102 -2.759380 -0.04 -0.06 0.01
H -0.586738 -2.808798 -0.725263 -0.10 0.05 0.07
C -6.782097 -3.292542 1.377595 -0.08 0.06 0.11
C -5.746394 -2.681129 0.491081 0.25 0.02 -0.18
C -6.036441 -1.629004 -0.374810 0.11 -0.31 0.28
C -5.059381 -1.039213 -1.153705 0.20 0.16 -0.10
C -3.743117 -1.494298 -1.082966 -0.66 -0.26 0.39
N -2.692564 -0.907241 -1.799377 0.58 0.23 -0.08
C -2.812937 -0.092078 -2.884922 0.18 -0.25 0.15
O -3.846586 0.230509 -3.414321 -0.34 0.11 -0.13
N -1.609929 0.333766 -3.453229 -0.11 0.21 -0.59
C -0.318695 0.497336 -2.996297 0.57 0.12 0.26
C 0.695077 0.637658 -3.955290 0.05 -0.12 0.31
C 1.987620 0.878715 -3.544128 -0.21 0.16 0.13
C 2.249734 0.998701 -2.186603 0.29 0.05 -0.15
N 1.302011 0.861233 -1.269657 0.37 -0.07 0.50
C 0.055406 0.614656 -1.650962 -0.57 0.03 -0.19
C -3.450773 -2.569682 -0.243214 0.13 0.29 -0.25
C -4.434833 -3.149924 0.527080 -0.30 0.15 -0.01
H -7.766925 -3.260918 0.919904 -0.10 -0.03 -0.01
H -6.833811 -2.747162 2.321987 -0.08 -0.03 0.05
H -6.529265 -4.325319 1.604431 -0.07 -0.09 0.03
H -7.048571 -1.258847 -0.443650 -0.12 0.03 0.00
H -5.318813 -0.233599 -1.819778 0.02 0.02 -0.01
H -1.768653 -1.247366 -1.575308 -0.03 -0.02 -0.10
H -1.776486 0.699336 -4.385108 -0.07 -0.10 0.26
H 0.456871 0.545990 -5.006284 -0.03 -0.01 -0.05
H 2.784522 0.996595 -4.261979 0.06 -0.01 -0.02
H 3.246629 1.225893 -1.836982 0.07 -0.06 0.11
H -0.674589 0.541327 -0.858042 -0.11 -0.10 0.07
H -2.446441 -2.962230 -0.202573 0.09 -0.04 0.04
H -4.184065 -3.986768 1.161820 0.03 -0.10 0.09

---

No. 5
19
Properties=species:S:1:pos:R:3:forces:R:3 method="wB97M-V/def2-TZVPD" total_charge=0 smiles="C=C(N)CCN.O" homo_ev=-8.77
C -0.361391 -2.497730 0.730754 0.43 0.55 -1.02
C -0.215738 -1.637566 -0.281156 -0.51 0.13 -0.40
N 0.597531 -1.927870 -1.405073 -0.40 -0.46 0.58
C -0.988948 -0.346406 -0.397722 1.67 -0.56 -0.93
C -0.074404 0.866863 -0.593686 -0.24 0.82 2.43
N 0.913125 1.087042 0.484650 0.46 -0.37 0.18
H -0.082666 -3.518127 0.489800 0.27 -0.06 0.95
H -0.734058 -2.098978 1.653396 -0.47 -0.59 0.38
H 0.034873 -1.983382 -2.246945 0.24 0.03 -0.18
H 1.053529 -2.816577 -1.210921 0.04 0.14 -0.51
H -1.536156 -0.430068 -1.347181 -0.53 -0.05 0.38
H -1.630607 -0.291917 0.467518 -0.39 0.45 0.06
H 0.492706 0.879788 -1.508129 -0.25 -0.08 -0.53
H -0.715639 1.744996 -0.450241 0.01 0.04 -0.91
H 0.489970 1.039847 1.404931 -0.35 0.11 -0.09
H 1.615927 0.355403 0.521269 0.00 -0.07 -0.33
O 0.099258 4.087980 1.396624 0.08 -0.06 0.14
H 0.704608 3.468658 1.824552 -0.09 0.08 -0.15
H 0.338080 4.018043 0.467561 0.02 -0.04 -0.03

---

No. 6
50
Properties=species:S:1:pos:R:3:forces:R:3 method="wB97M-V/def2-TZVPD" total_charge=0 smiles=C[C@H](CN)NCN.O.O.O.O.O.O.O.O.O.O homo_ev=-9.46
C -0.448400 -0.949697 1.657238 -0.48 -1.43 0.43
C 0.511527 -0.025486 0.926431 -0.74 -0.08 0.44
C 0.278434 1.430163 1.279174 -0.11 0.50 0.34
N 0.547982 1.760280 2.686717 0.67 -0.36 -0.22
N 0.439388 -0.136474 -0.529669 0.68 0.09 0.28
C 0.926756 -1.364822 -1.100014 0.64 -1.30 -0.48
N -0.151164 -2.030236 -1.814865 -0.18 -0.48 -0.14
H -0.222138 -1.037307 2.728787 -0.08 0.36 -0.14
H -1.526951 -0.781926 1.527564 0.23 0.64 -0.10
H -0.351991 -1.998485 1.335102 0.38 0.24 -0.17
H 1.491334 -0.324667 1.303927 0.32 0.13 -0.44
H -0.740291 1.759823 1.055324 -0.25 -0.37 -0.46
H 0.946826 2.014492 0.648479 0.07 0.13 0.11
H 0.426725 2.757420 2.793291 0.07 -0.02 0.34
H -0.044829 1.275331 3.353085 -0.35 0.22 -0.33
H -0.528271 -0.055622 -0.797540 -0.29 0.19 -0.05
H 1.323493 -2.107608 -0.406105 -0.47 0.16 0.94
H 1.830315 -1.274466 -1.711553 -0.31 0.74 -0.48
H -0.651022 -1.413291 -2.444388 0.22 0.21 -0.11
H 0.220882 -2.774471 -2.394309 -0.01 -0.01 0.01
O -3.723925 0.038595 -2.549340 0.37 0.10 0.50
H -3.254242 -0.718749 -2.169239 -0.22 -0.24 -0.03
H -4.056924 0.469879 -1.741527 0.16 -0.04 -0.27
O 3.468796 2.032451 0.160123 -0.17 0.28 0.18
H 3.714312 1.496958 -0.609999 0.13 -0.07 0.18
H 3.185579 1.444043 0.869126 0.22 -0.05 -0.23
O -3.992523 1.198705 0.094708 0.04 -0.46 -0.10
H -3.413158 1.928715 0.332067 -0.27 0.19 0.07
H -4.911220 1.446324 0.229791 0.07 0.36 0.07
O 3.568082 0.299192 -2.060895 0.88 0.02 0.72
H 3.486126 0.456773 -3.004060 -0.57 -0.11 -0.03
H 2.702607 0.301774 -1.636809 -0.29 0.05 -0.69
O -2.776708 -2.563864 -0.666967 0.20 -0.42 -0.08
H -2.661573 -3.252792 -1.336808 -0.42 0.14 -0.04
H -1.876678 -2.582669 -0.308300 -0.04 0.44 -0.02
O 1.414216 0.864121 -3.921986 0.57 0.02 0.39
H 0.577021 0.626342 -3.480960 0.09 0.19 -0.49
H 1.744362 1.573191 -3.355394 -0.03 0.02 -0.18
O -1.088536 1.156773 -3.593640 -0.38 -0.43 0.39
H -1.036813 2.111609 -3.686157 -0.15 -0.01 0.09
H -1.782700 0.936579 -2.953575 -0.42 0.33 -0.36
O -3.375825 1.084411 3.170580 -0.04 0.01 -0.10
H -3.066936 0.221046 2.874550 0.02 0.01 0.03
H -4.147091 1.244277 2.613551 0.12 -0.05 0.11
O 2.934032 -2.684439 2.747385 -0.12 0.70 0.23
H 2.788937 -1.838412 3.238092 0.02 -0.61 -0.36
H 3.468723 -2.412457 1.995450 0.09 -0.12 0.01
O 2.292179 -0.192887 3.905308 0.52 -0.42 -0.25
H 1.887885 0.495098 3.345123 -0.24 0.31 0.51
H 1.851101 -0.240378 4.754563 -0.18 0.29 -0.02